# C32H25IN4O11P

6 unconnected molecules or ions with the total composition C32H25IN4O11P at a distorted geometry (wB97M-V/def2-TZVPD, OMol25).

Structure (XYZ):
```
74
C32H25IN4O11P wB97M-V/def2-TZVPD
N 0.990 -2.456 1.647
C -0.231 -2.427 1.062
N -0.785 -1.644 -0.020
C -2.147 -2.145 -0.050
N -2.305 -3.152 0.969
P -3.811 -4.028 1.360
O -4.884 -2.777 1.879
I -3.536 -5.492 3.308
N -1.160 -3.355 1.669
H 1.005 -2.392 2.676
H 1.886 -2.609 1.162
H -2.937 -1.762 -0.779
H -4.482 -1.951 1.502
H -0.937 -3.971 2.459
C -5.179 1.941 1.559
C -5.259 2.737 2.626
C -4.617 2.368 3.907
O -4.690 3.090 4.880
C -3.882 1.085 3.956
C -3.804 0.293 2.888
C -4.445 0.661 1.612
O -4.368 -0.072 0.634
H -5.644 2.193 0.614
H -5.793 3.679 2.606
H -3.416 0.831 4.900
H -3.270 -0.649 2.905
C 0.134 1.077 1.187
C 0.909 1.860 0.437
C 1.523 3.087 0.990
O 2.228 3.803 0.306
C 1.243 3.411 2.405
C 0.468 2.628 3.155
C -0.144 1.400 2.603
O -0.849 0.680 3.294
H -0.328 0.179 0.798
H 1.123 1.638 -0.602
H 1.700 4.312 2.793
H 0.254 2.850 4.192
C 0.316 -3.073 -3.938
C 0.883 -2.728 -2.781
C 1.842 -3.614 -2.105
O 2.351 -3.287 -1.049
C 2.159 -4.903 -2.752
C 1.595 -5.253 -3.908
C 0.631 -4.363 -4.590
O 0.116 -4.679 -5.645
H -0.392 -2.432 -4.448
H 0.667 -1.788 -2.289
H 2.867 -5.540 -2.239
H 1.814 -6.194 -4.396
C 5.919 -3.064 -7.004
C 5.711 -3.591 -5.797
C 4.619 -4.559 -5.561
O 4.428 -5.039 -4.456
C 3.768 -4.922 -6.714
C 3.976 -4.396 -7.921
C 5.068 -3.427 -8.158
O 5.259 -2.948 -9.257
H 6.713 -2.353 -7.195
H 6.325 -3.337 -4.942
H 2.974 -5.633 -6.524
H 3.362 -4.650 -8.776
C -0.221 7.310 5.482
C -0.390 8.574 5.094
C -0.475 8.931 3.661
O -0.627 10.083 3.306
C -0.368 7.833 2.677
C -0.199 6.569 3.066
C -0.114 6.211 4.498
O 0.039 5.056 4.857
H -0.155 7.030 6.526
H -0.471 9.390 5.801
H -0.434 8.112 1.633
H -0.118 5.754 2.358
```

Calculated values
* relative energy (zero: lowest compared OMol25 entry of this formula, charge and spin): 2.266 eV
* LUMO: -4.166 eV
* total charge: +1
* HOMO energy: -11.899 eV
* largest force on an atom: 6.3 eV Å⁻¹